1.
Here is a molecular structure, C46H49N5O6P2STeV at a distorted geometry from OMol25. Energies are from ωB97M-V/def2-TZVPD.

```
111
Properties=species:S:1:pos:R:3:lowdin_spin:R:1
Te 1.587 -1.587 1.587 0.04
V 0.000 0.000 0.000 1.55
S -1.385 -1.385 -1.385 0.19
P -1.403 -1.403 1.403 0.01
P 1.414 1.341 -1.341 -0.01
O -0.075 -2.089 -1.179 0.13
O -2.234 4.325 4.325 0.00
O 1.457 2.722 2.722 0.03
O -1.638 0.435 -0.408 0.14
O 1.180 1.100 1.100 0.02
O -0.017 4.091 4.091 0.00
N -2.481 -1.835 3.745 0.00
N -1.206 1.127 1.127 0.02
N -2.506 1.352 1.352 0.01
N -1.835 -3.745 2.481 0.00
N -3.745 -2.481 1.835 0.00
C -0.100 3.980 -4.147 0.14
C -2.032 -3.859 -2.518 0.01
C -3.865 -2.310 -2.230 0.01
C -2.910 -4.794 -3.070 0.00
C 5.315 -5.382 5.272 0.00
C -1.502 2.748 2.748 0.00
C -1.289 1.217 -1.217 0.12
C 3.889 -1.161 -4.364 0.00
C -0.942 2.174 -2.219 0.10
C -3.160 -3.808 1.894 0.00
C -1.293 3.766 3.766 0.00
C -1.465 3.783 -3.928 0.01
C 1.240 -4.762 2.394 0.00
C -3.108 -1.620 0.859 0.01
C 4.480 -0.896 3.262 0.00
C -0.859 -3.108 1.620 0.01
C 4.435 4.111 0.842 0.00
C -0.620 1.973 1.973 0.03
C -1.211 -0.355 -2.865 0.05
C 3.542 0.932 -3.201 0.00
C -1.620 -0.859 3.108 0.00
C 3.783 1.938 0.016 0.00
C 4.016 -2.321 3.421 0.00
C 0.845 3.272 -3.398 0.00
C -2.504 -2.610 -2.102 0.05
C 4.449 -4.503 4.417 0.00
C 0.815 1.948 1.948 0.02
C 2.419 0.410 -2.543 0.00
C 2.599 2.463 -0.535 0.00
C 2.344 3.829 -0.342 0.00
C 4.805 -3.167 4.215 0.00
C 3.257 4.648 0.331 0.00
C 3.289 -5.005 3.819 0.00
C 2.840 -2.828 2.814 0.03
C 0.422 2.367 -2.425 0.10
C -3.808 -1.894 3.160 0.00
C 2.480 -4.182 3.020 0.00
C -4.263 -4.486 -3.203 0.00
C -1.894 2.874 -2.960 0.08
C 4.696 2.754 0.690 0.00
C 4.272 0.152 -4.103 0.00
C 2.774 -1.695 -3.724 0.00
C -4.742 -3.246 -2.781 0.00
C -1.894 -3.160 3.808 0.00
C -2.739 2.304 2.304 0.02
C 2.045 -0.916 -2.822 0.00
H -0.789 -3.634 0.660 0.00
H -2.488 -3.801 4.473 0.00
H -3.133 -4.274 0.900 0.00
H 3.039 5.704 0.466 0.00
H 5.378 -4.959 6.297 0.00
H 5.706 -2.782 4.681 0.00
H -3.158 -2.066 -0.141 0.00
H 5.144 0.572 -4.599 0.00
H 5.492 -0.887 2.803 0.00
H 0.681 3.581 3.581 0.00
H -2.066 0.141 3.158 0.00
H -0.900 -3.133 4.274 0.00
H 1.012 -1.012 -1.012 0.00
H 3.872 1.951 -3.018 0.00
H -3.178 0.816 0.816 0.00
H -2.536 -5.762 -3.392 0.00
H -3.801 -4.473 2.488 0.00
H -4.946 -5.217 -3.630 0.00
H 5.604 2.322 1.104 0.00
H -4.256 -1.352 -1.897 0.00
H 4.458 -1.767 -5.063 0.00
H -0.859 -0.960 -3.704 0.01
H -2.956 2.716 -2.793 0.01
H -2.170 0.106 -3.109 0.01
H 3.014 -6.042 3.976 0.00
H 1.106 -5.833 2.656 0.00
H -0.479 0.429 -2.655 0.01
H -3.742 2.587 2.587 0.00
H 6.336 -5.435 4.838 0.00
H 2.470 -2.720 -3.923 0.00
H -5.799 -3.012 -2.878 0.00
H 1.305 -4.686 1.288 0.00
H -3.634 -0.660 0.789 0.00
H 0.345 -4.209 2.750 0.00
H 4.006 0.875 -0.068 0.00
H -0.660 -0.789 3.634 0.00
H 5.140 4.746 1.373 0.00
H 4.910 -6.413 5.342 0.00
H -4.274 -0.900 3.133 0.00
H 4.535 -0.412 4.260 0.00
H 1.421 4.283 -0.696 0.00
H -4.473 -2.488 3.801 0.00
H 1.180 -1.361 -2.332 0.00
H -2.194 4.336 -4.516 0.00
H 1.903 3.440 -3.582 0.00
H 0.141 -3.158 2.066 0.00
H -0.979 -4.111 -2.413 0.00
H 3.819 -0.280 2.627 0.00
H 0.231 4.686 -4.905 0.01
```

Computed properties:
highest occupied orbital energy (alpha / beta) = 0.0118 / 0.0053 Ha
spin multiplicity = 4
⟨S²⟩ = 3.88
total charge = -2
HOMO-LUMO gap (alpha / beta) = 3.563 / 3.689 eV


2.
Here is a molecular structure, C47H47N4NaO2P2Te at a distorted geometry from OMol25. Energies are from ωB97M-V/def2-TZVPD.

```
104
Properties=species:S:1:pos:R:3:lowdin_spin:R:1
Te 1.446 0.960 -2.774 0.00
P 0.356 -1.859 -1.684 0.01
P -1.717 0.509 -2.285 0.10
Na -0.158 0.111 0.135 0.00
O -2.251 0.181 -0.769 0.01
O -1.141 -0.751 1.637 0.00
N 1.340 1.635 -7.618 0.00
N -4.631 0.335 -0.686 0.00
N -3.978 -1.317 1.993 0.00
N -2.084 0.137 2.077 0.00
C -3.299 -3.723 -2.152 0.00
C -2.503 0.207 -4.867 0.01
C -1.864 0.757 3.243 0.00
C 2.616 -3.384 -4.787 0.00
C -5.905 -0.297 -0.423 0.00
C 1.073 2.177 2.374 0.00
C -3.461 -0.218 -0.077 0.00
C -2.889 -0.084 -3.561 0.02
C -4.056 -0.814 -3.383 0.01
C -1.459 -3.321 -0.116 0.00
C -4.201 1.193 1.940 0.00
C -2.615 -4.053 0.127 0.00
C -3.296 -0.142 -5.951 0.00
C -3.911 1.900 3.048 0.00
C -3.403 -0.014 1.513 0.00
C -3.591 -1.684 3.337 0.00
C 1.236 3.149 1.394 0.00
C 2.788 0.846 1.339 0.00
C 1.740 2.587 -6.780 0.00
C 1.840 1.018 2.340 0.00
C -1.288 4.350 -3.468 0.04
C -0.198 -0.328 -2.543 0.02
C 0.954 0.486 -7.069 0.00
C -4.789 1.710 -1.077 0.01
C 1.776 2.449 -5.400 0.00
C -1.326 5.072 -2.255 0.24
C -5.853 -1.608 0.344 0.00
C -1.565 2.958 -1.066 0.12
C -1.210 -2.789 -1.374 0.00
C -1.464 4.317 -1.064 0.04
C -5.407 -1.466 1.798 0.00
C -2.147 -2.994 -2.386 0.00
C -1.377 2.990 -3.517 0.13
C -4.477 -0.832 -5.751 0.01
C -3.531 -4.262 -0.890 0.00
C 1.068 -3.015 -2.960 0.00
C -1.534 2.196 -2.306 0.18
C 2.182 2.975 0.393 0.00
C 0.959 0.232 -5.706 0.00
C 0.752 -4.369 -2.996 0.00
C 2.966 1.831 0.375 0.00
C -4.845 -1.185 -4.463 0.00
C 1.355 -5.221 -3.913 0.00
C 2.283 -4.733 -4.818 0.00
C 1.382 1.239 -4.846 0.00
C -2.730 1.644 3.808 0.00
C 2.023 -2.541 -3.862 0.00
H -6.875 -2.002 0.341 0.00
H -0.907 0.487 3.666 0.00
H 0.617 -0.722 -5.322 0.00
H -1.174 4.883 -4.404 0.00
H -4.016 -3.865 -2.950 0.00
H -2.967 0.113 -6.948 0.00
H -5.080 1.447 1.373 0.00
H -6.541 0.391 0.160 0.00
H -3.492 -1.307 -0.195 0.00
H -3.990 -1.019 4.116 0.00
H 1.677 0.228 3.060 0.00
H -5.097 -1.115 -6.591 0.00
H 0.603 4.026 1.389 0.00
H -5.080 2.379 -0.256 0.00
H 1.085 -6.269 -3.920 0.00
H 2.745 -5.392 -5.540 0.00
H -5.984 -0.639 2.259 0.00
H 0.022 -4.777 -2.308 0.00
H -3.962 -2.693 3.530 0.00
H -1.551 0.681 -5.061 0.00
H -1.250 6.147 -2.235 0.02
H -2.508 -1.714 3.410 0.00
H -5.585 1.735 -1.829 0.00
H -2.489 2.145 4.730 0.00
H -1.966 -2.587 -3.374 0.00
H -0.777 -3.125 0.698 0.00
H -6.433 -0.451 -1.378 0.00
H -5.742 -1.760 -4.279 0.00
H -1.697 2.463 -0.110 0.01
H 2.275 3.714 -0.390 0.00
H 0.314 2.314 3.131 0.00
H 3.368 -0.066 1.296 0.00
H -1.504 4.825 -0.107 0.00
H -4.573 2.711 3.332 0.00
H -2.804 -4.432 1.121 0.00
H -5.701 -2.370 2.337 0.00
H -1.301 2.520 -4.489 0.01
H -3.896 2.113 -1.545 0.00
H 2.075 3.286 -4.783 0.00
H 2.039 3.530 -7.225 0.00
H 3.341 -2.982 -5.483 0.00
H 0.624 -0.289 -7.752 0.00
H 3.693 1.680 -0.415 0.00
H -4.436 -4.824 -0.698 0.00
H -5.236 -2.353 -0.159 0.00
H -4.354 -1.117 -2.397 0.00
H 2.308 -1.492 -3.847 0.00
```

Computed properties:
highest occupied orbital energy (alpha / beta) = -0.0599 / -0.1415 Ha
spin multiplicity = 2
⟨S²⟩ = 0.77
total charge = -1
ΔE to the lowest compared entry with this formula, charge and spin = 293.8 kJ/mol
HOMO-LUMO gap (alpha / beta) = 3.578 / 5.796 eV


3.
Here is 2 unconnected molecules or ions with the total composition C10H16N3O2 at a distorted geometry from OMol25. Energies are from ωB97M-V/def2-TZVPD.

```
31
Properties=species:S:1:pos:R:3:nbo_charge:R:1
O 0.168 2.006 0.857 -0.56
O 0.014 -0.085 1.772 -0.60
N -1.783 -1.169 -0.997 -0.44
N -3.263 0.844 0.577 -0.60
N 0.432 0.656 0.617 0.10
C 1.781 0.329 0.231 0.07
C -2.500 1.203 -0.669 -0.36
C 3.938 0.681 -0.908 -0.17
C 2.655 1.076 -0.555 -0.25
C 3.670 -1.247 0.413 -0.18
C -3.694 -0.471 0.196 -0.26
C 2.297 -0.923 0.679 -0.26
C -2.529 -1.521 0.205 -0.28
C 4.473 -0.462 -0.419 -0.21
C -1.788 0.064 -1.354 0.28
H 5.426 -0.694 -0.757 0.23
H 4.369 1.413 -1.530 0.23
H -1.747 2.097 -0.364 0.32
H -1.332 -1.901 -1.504 0.44
H 0.867 2.494 1.385 0.48
H -2.762 -2.612 -0.006 0.23
H 2.387 2.066 -0.957 0.23
H 4.201 -2.193 0.711 0.24
H -1.810 -1.337 1.131 0.27
H -4.211 -0.555 -0.773 0.21
H -2.824 0.947 1.470 0.41
H 0.687 -0.611 2.204 0.48
H 1.587 -1.525 1.221 0.20
H -3.036 1.666 -1.564 0.26
H -1.237 0.483 -2.284 0.25
H -4.433 -0.719 0.969 0.24
```

Computed properties:
highest occupied orbital energy = -0.4438 Ha
total charge = +1
ΔE to the lowest compared entry with this formula, charge and spin = 327.6 kJ/mol
HOMO-LUMO gap = 8.364 eV


4.
Here is 2 unconnected molecules or ions with the total composition C7H10N3 at a distorted geometry from OMol25. Energies are from ωB97M-V/def2-TZVPD.

```
20
Properties=species:S:1:pos:R:3:nbo_charge:R:1
N -0.800 0.732 -0.429 -0.46
N -3.038 0.762 -0.087 -0.27
N 1.874 0.136 -0.178 -0.48
C -3.917 -1.620 0.115 -0.41
C -2.501 1.951 0.255 -0.01
C -3.092 -0.635 -0.062 0.20
C 2.899 0.808 -0.336 0.01
C -1.877 -0.016 -0.493 0.38
C 1.979 -1.272 0.003 -0.45
C -1.147 1.954 0.016 -0.03
H 3.947 0.514 -0.108 0.18
H -3.698 -2.694 0.087 0.27
H 0.911 -1.502 0.369 0.21
H -2.925 2.866 0.672 0.27
H 2.055 -1.561 -1.072 0.23
H -4.850 -1.234 0.264 0.24
H 0.226 0.588 -0.511 0.48
H -0.482 2.800 0.011 0.26
H 2.970 -1.504 0.558 0.23
H 2.773 1.866 -0.807 0.18
```

Computed properties:
highest occupied orbital energy = -0.4849 Ha
total charge = +1
ΔE to the lowest compared entry with this formula, charge and spin = 584.8 kJ/mol
HOMO-LUMO gap = 9.235 eV


5.
Here is a molecular structure, C24H36N5O4Rh from OMol25. Energies are from ωB97M-V/def2-TZVPD.

```
70
Properties=species:S:1:pos:R:3:nbo_charge:R:1
Rh -0.074 0.714 -0.455 0.91
O 1.137 1.925 5.818 -0.61
O 1.427 2.236 0.057 -0.71
O 2.298 3.145 4.354 -0.66
O 2.425 3.245 1.792 -0.69
N 3.718 -1.277 -1.324 -0.42
N -1.696 0.488 -0.983 -0.55
N -0.161 0.535 3.836 -0.49
N 1.758 -0.369 -0.465 -0.77
N -0.046 0.648 1.669 -0.48
C -5.202 -1.022 0.718 -0.21
C -1.124 -2.795 -0.773 -0.61
C 1.623 2.439 1.288 0.77
C -3.230 -1.366 -0.647 -0.02
C -4.905 0.327 0.810 -0.21
C 0.816 1.578 2.201 -0.03
C 0.755 1.515 3.561 0.04
C -4.379 -1.848 -0.030 -0.22
C -2.491 2.851 1.240 -0.60
C 4.479 -0.921 -0.127 -0.22
C -2.158 -1.870 -2.900 -0.61
C -3.596 2.379 0.291 -0.24
C 1.713 -1.127 -2.740 -0.67
C 2.422 -0.908 -1.435 0.52
C -3.775 0.870 0.208 -0.02
C 5.358 -0.975 -3.179 -0.62
C -3.453 3.035 -1.085 -0.60
C -0.628 0.025 2.677 0.41
C 4.451 -1.923 -2.408 -0.20
C 4.774 0.571 0.001 -0.63
C 1.423 2.228 4.681 0.76
C -2.899 -0.003 -0.475 0.13
C -2.413 -2.349 -1.470 -0.24
C -1.613 -1.082 2.601 -0.66
H 5.043 -2.731 -1.969 0.20
H 3.948 -1.289 0.758 0.20
H -1.343 -3.220 0.209 0.20
H 5.855 -1.507 -3.991 0.22
H 5.410 -1.486 -0.168 0.21
H -2.334 -1.012 3.415 0.23
H -4.538 2.740 0.715 0.20
H -0.418 0.278 4.778 0.45
H -2.610 3.917 1.438 0.21
H -3.099 -1.649 -3.406 0.21
H 2.293 -0.238 0.384 0.37
H -3.498 4.121 -0.981 0.21
H -2.148 -1.041 1.656 0.26
H -0.431 -1.965 -0.637 0.22
H -4.257 2.723 -1.754 0.21
H -1.645 -2.651 -3.468 0.20
H -1.504 2.701 0.803 0.21
H -2.531 2.324 2.196 0.20
H -1.549 -0.968 -2.921 0.22
H -2.503 2.776 -1.549 0.22
H 2.387 3.235 3.340 0.51
H -1.107 -2.047 2.670 0.23
H 2.275 -0.703 -3.572 0.23
H -6.086 -1.422 1.197 0.21
H 3.868 1.177 -0.008 0.24
H 3.742 -2.397 -3.081 0.21
H 0.736 -0.652 -2.691 0.24
H 6.130 -0.553 -2.535 0.21
H -0.628 -3.567 -1.367 0.20
H 5.404 0.910 -0.821 0.21
H -5.573 0.986 1.351 0.21
H 4.787 -0.150 -3.606 0.21
H -4.632 -2.896 -0.144 0.21
H -3.044 -3.239 -1.550 0.20
H 1.565 -2.190 -2.930 0.23
H 5.301 0.766 0.935 0.22
```

Computed properties:
highest occupied orbital energy (alpha / beta) = -0.2891 / -0.2892 Ha
ΔE to the lowest compared entry with this formula, charge and spin = 0.0 kJ/mol
HOMO-LUMO gap (alpha / beta) = 7.707 / 7.707 eV


6.
Here is 7 unconnected molecules or ions with the total composition C51H57F11N2O3 at a distorted geometry from OMol25. Energies are from ωB97M-V/def2-TZVPD.

```
124
Properties=species:S:1:pos:R:3:mulliken_charge:R:1
F 1.232 -2.730 -1.304 -0.26
F -9.077 3.807 -1.460 -0.30
F 0.483 -4.143 -3.200 -0.29
F 7.689 -1.331 0.679 -0.24
F 1.141 -3.601 2.411 -0.41
F 1.269 0.102 3.787 -0.11
F -1.318 -4.075 -2.076 -0.25
F 2.047 2.962 0.772 -0.30
F 0.722 -1.363 -2.841 -0.29
F 0.946 -6.259 -9.080 -0.32
F -1.134 -2.831 -3.834 -0.18
O -5.803 2.599 -0.355 -0.54
O -1.625 -0.075 -2.764 -0.38
O -2.880 -1.114 -1.320 -0.48
N -1.034 -2.165 0.103 -0.54
N -0.629 -1.433 -1.047 1.16
C -1.929 -1.000 2.094 -1.16
C -1.672 -6.167 -6.595 -0.52
C -0.621 1.743 -1.333 0.63
C 10.689 -1.312 2.696 -0.40
C 1.306 -1.053 5.838 -0.30
C -2.514 4.781 -1.742 -0.80
C -0.082 -4.413 -6.142 -0.07
C 5.568 3.711 1.109 -0.36
C 9.500 -0.892 2.117 -0.46
C -5.745 3.508 -1.450 -0.36
C 8.846 -1.733 1.238 0.36
C 0.224 -5.879 -8.009 0.35
C -0.656 -1.414 1.311 0.59
C -9.034 2.193 1.777 -0.63
C 0.661 -4.814 -7.246 -0.65
C 11.214 -2.558 2.382 -0.51
C 5.182 -3.480 1.710 -0.23
C -1.659 1.317 -2.404 -0.26
C -0.139 4.062 -2.383 -1.01
C -11.248 3.015 1.320 -0.43
C 4.455 -4.612 1.362 -0.53
C 5.302 1.504 0.186 -0.57
C 0.453 2.721 -1.898 -0.74
C -9.493 3.329 -0.268 0.24
C 3.387 2.823 0.723 0.24
C -0.513 -3.318 -2.752 1.02
C 3.088 -4.661 1.602 -0.41
C 3.923 1.645 0.240 -0.21
C -1.251 -5.096 -5.817 -0.29
C -1.810 -0.889 -1.696 0.01
C 1.020 -1.078 7.195 -0.51
C 2.472 -3.569 2.179 0.07
C -0.934 -6.560 -7.701 -0.38
C 4.545 -2.394 2.294 -0.78
C 9.352 -2.979 0.919 -0.24
C 0.196 -2.196 -1.930 -0.06
C 6.124 2.535 0.622 -0.63
C 3.178 -2.436 2.526 0.05
C 10.547 -3.389 1.492 -0.44
C -3.488 4.275 -0.638 -0.03
C 0.096 1.138 7.045 -0.41
C -5.694 1.230 -0.740 -0.52
C 0.413 0.016 7.798 -0.52
C -10.359 2.360 2.160 -0.52
C 4.189 3.860 1.157 -0.53
C -8.591 2.675 0.551 0.07
C -1.025 4.746 -1.306 -0.72
C -4.937 4.740 -0.960 -1.09
C 0.988 0.074 5.106 0.43
C -10.812 3.509 0.098 -0.46
C 0.389 1.172 5.690 -0.55
H -1.417 1.863 -3.322 0.35
H 6.248 -3.444 1.526 0.31
H -2.591 -0.395 1.464 0.02
H -6.648 0.704 -0.580 0.44
H -1.636 -0.359 2.938 0.30
H 3.736 4.771 1.526 0.43
H -2.441 -1.887 2.481 0.37
H 2.504 -5.536 1.345 0.46
H -1.174 2.218 -0.512 0.01
H -0.716 3.863 -3.294 0.45
H 12.145 -2.881 2.831 0.37
H 7.200 2.423 0.582 0.41
H 4.951 -5.456 0.902 0.40
H -8.340 1.684 2.435 0.39
H -11.488 4.031 -0.567 0.42
H -5.202 3.118 -2.323 0.30
H -0.155 -0.474 1.054 -0.04
H 8.813 -3.617 0.230 0.43
H -0.951 4.258 -0.327 0.43
H -4.927 0.746 -0.119 -0.05
H 3.265 0.850 -0.087 0.66
H -12.281 3.142 1.615 0.36
H -2.807 5.805 -2.010 0.62
H -2.580 -6.697 -6.338 0.36
H 0.944 2.172 -2.717 0.50
H -4.922 5.483 -1.766 0.41
H 6.209 4.513 1.453 0.38
H -0.064 0.908 -0.898 0.03
H 0.186 -0.008 8.857 0.37
H 0.158 2.041 5.087 0.44
H -1.252 -7.388 -8.322 0.41
H 1.170 2.851 -1.078 -0.22
H -0.651 -3.104 0.113 0.32
H 5.112 -1.514 2.568 0.45
H -5.442 5.139 -0.074 0.36
H 11.207 -0.665 3.392 0.36
H 9.079 0.079 2.344 0.43
H 1.576 -4.303 -7.517 0.40
H -0.381 1.989 7.514 0.37
H -2.709 4.175 -2.639 0.31
H 1.772 -1.899 5.348 0.39
H -7.550 2.542 0.238 0.59
H -1.835 -4.789 -4.962 0.34
H -0.019 -1.975 2.011 0.00
H -5.399 1.083 -1.786 0.33
H -2.669 1.641 -2.113 -0.18
H -3.429 3.179 -0.667 -0.22
H -10.698 1.977 3.115 0.37
H 0.707 4.691 -2.691 0.45
H 1.270 -1.952 7.783 0.38
H 2.660 -1.597 2.972 0.57
H 0.241 -3.577 -5.543 0.31
H 5.735 0.589 -0.198 0.44
H -3.185 4.609 0.361 0.47
H -0.653 5.767 -1.157 0.48
H -6.760 3.828 -1.720 0.32
H 10.958 -4.359 1.244 0.35
```

Computed properties:
highest occupied orbital energy = -0.3314 Ha
HOMO-LUMO gap = 9.612 eV